Entry 1:
{"formula": "C17H47N8O10Sr", "method": "wB97M-V/def2-TZVPD", "symbols": ["Sr", "C", "C", "O", "O", "H", "H", "H", "C", "O", "N", "N", "H", "H", "H", "H", "C", "O", "N", "N", "H", "H", "H", "H", "C", "O", "N", "N", "H", "H", "H", "H", "C", "O", "C", "C", "N", "C", "C", "O", "C", "H", "H", "H", "H", "H", "H", "H", "H", "H", "H", "H", "H", "H", "H", "H", "C", "O", "C", "C", "N", "C", "C", "O", "C", "H", "H", "H", "H", "H", "H", "H", "H", "H", "H", "H", "H", "H", "H", "H", "O", "H", "H"], "positions_angstrom": [[-3.4967, -0.8846, 2.0767], [0.6632, 0.5282, 2.6297], [-0.8634, 0.3629, 2.7544], [-1.4056, -0.4400, 3.6034], [-1.4450, 0.7852, 1.7675], [0.9423, 1.5785, 2.7138], [1.1082, 0.1096, 1.7271], [1.1875, -0.1906, 3.2593], [-2.4690, 3.9877, 4.5059], [-1.6329, 4.6535, 4.0053], [-2.6967, 2.7137, 4.2862], [-3.4001, 4.2991, 5.4497], [-3.6732, 2.5482, 4.0887], [-2.1004, 2.1707, 3.6782], [-3.7516, 3.4298, 5.8248], [-3.3610, 5.1537, 5.9867], [4.1817, -0.5551, 2.1124], [4.7451, -1.0377, 1.1161], [3.7036, -1.3531, 3.0837], [4.0364, 0.6743, 2.4272], [3.2120, -1.0139, 3.8982], [3.8133, -2.3523, 2.9849], [3.2402, 0.8103, 3.0336], [4.4835, 1.3989, 1.8839], [2.1561, 3.5048, 0.3356], [2.4363, 2.3602, 0.0007], [1.5922, 3.8489, 1.4778], [2.3868, 4.5425, -0.3857], [1.4388, 3.1431, 2.1839], [1.5005, 4.8108, 1.7719], [2.9313, 4.3601, -1.2166], [2.2986, 5.4537, 0.0410], [-3.5101, 7.5586, -0.3423], [-2.5321, 6.6044, -0.8262], [-2.7809, 5.1697, -0.5710], [-1.7853, 4.1810, -1.2389], [-1.8618, 2.8112, -0.8195], [-0.9243, 1.8926, -1.4685], [-1.0715, 1.4942, -2.8897], [-1.1388, 2.6631, -3.6358], [-1.7217, 2.4291, -4.8845], [-4.1396, 7.8011, -1.1984], [-3.0417, 8.5021, -0.0621], [-4.1625, 7.1152, 0.4100], [-3.8254, 4.9340, -0.7750], [-2.6083, 5.1227, 0.5043], [-0.8181, 4.6512, -1.0614], [-1.8825, 4.1075, -2.3221], [-2.3436, 2.7199, 0.0635], [-1.0027, 0.9594, -0.9108], [0.0427, 2.3764, -1.3313], [-1.9509, 0.8895, -3.1112], [-0.2999, 0.7430, -3.0580], [-1.3246, 1.6034, -5.4749], [-1.6312, 3.2280, -5.6205], [-2.7938, 2.3218, -4.7197], [2.3260, -9.7529, -3.5792], [1.9159, -8.4550, -3.7454], [0.5123, -8.2466, -3.4373], [0.3901, -7.0229, -2.5462], [0.5933, -5.7883, -3.3757], [0.2145, -4.5020, -2.7402], [0.8495, -4.2443, -1.3678], [1.2342, -2.9065, -1.2081], [1.5355, -2.5095, 0.1262], [2.3374, -10.2400, -2.6041], [3.3880, -9.7072, -3.8205], [1.8145, -10.5012, -4.1846], [0.1689, -9.1082, -2.8647], [-0.0225, -8.2711, -4.3867], [1.1869, -7.0976, -1.8062], [-0.5456, -7.0220, -1.9871], [1.5385, -5.7209, -3.7253], [-0.8695, -4.4068, -2.8025], [0.6615, -3.7363, -3.3741], [1.6848, -4.9264, -1.2091], [0.1800, -4.5899, -0.5800], [2.1590, -1.6158, 0.1000], [2.0472, -3.2846, 0.6968], [0.6479, -2.1489, 0.6462], [0.3419, -2.1516, 5.5127], [1.2108, -1.7535, 5.5650], [-0.1541, -1.5703, 4.9362]], "forces_ev_per_a": [[1.93, 0.53, 0.94], [0.10, -0.84, 1.06], [3.11, -3.32, 0.88], [-0.61, 0.88, -1.01], [-3.80, 1.24, -2.48], [0.10, -0.52, 0.29], [-0.93, 0.59, -0.94], [-0.13, 0.71, 1.16], [-1.13, 1.93, 2.13], [2.08, 1.71, -1.10], [-0.46, -5.69, -2.50], [-0.41, 1.11, 0.47], [0.04, -0.31, 0.21], [0.10, 0.62, -0.06], [-0.22, 0.98, 0.95], [-0.09, -0.22, -0.10], [2.21, -4.65, -2.56], [-0.63, 0.91, 1.03], [-1.29, -2.19, 1.17], [-0.68, 4.70, 0.66], [0.50, -0.13, -0.13], [-0.06, 0.28, -0.04], [0.61, 1.07, -0.10], [-0.58, -0.04, 0.01], [0.50, -2.64, 0.67], [-0.47, -0.58, 0.01], [-1.76, -0.23, 3.34], [0.94, 3.07, -3.20], [0.17, 0.48, -0.29], [0.01, -0.31, 0.04], [0.02, 0.61, 0.05], [0.37, -0.01, -0.71], [-0.48, -0.90, -1.17], [0.82, -1.74, -0.47], [-0.30, 1.69, 1.05], [-1.20, 1.50, -0.34], [0.76, 2.07, -1.02], [-0.47, -1.00, 2.48], [-1.33, 0.08, -0.61], [1.42, -0.01, -0.50], [-1.14, 0.18, -1.68], [-0.22, 0.02, -0.02], [0.33, -0.49, 0.39], [0.27, 0.22, 0.38], [-0.07, -0.13, -0.24], [-0.21, -0.62, 0.39], [0.73, -0.45, -0.04], [0.12, 0.33, -0.42], [0.08, -1.02, 0.34], [0.54, 0.13, 0.34], [0.37, -0.11, 0.09], [-0.68, 0.05, 0.43], [0.89, 0.56, -0.44], [0.17, -0.54, 0.64], [0.37, 0.68, 0.75], [-0.20, -0.41, -0.22], [1.72, -1.46, -0.35], [-1.63, 1.17, 0.65], [0.97, -0.83, 0.39], [0.81, 0.93, -1.38], [-1.20, 0.14, 1.03], [1.39, -0.56, -0.73], [-0.52, -1.12, 0.48], [-0.09, 0.73, 0.33], [0.19, 0.31, -0.64], [-0.54, 0.78, 0.88], [0.01, -0.45, -0.42], [-0.11, 0.22, -0.64], [-0.09, -0.16, 0.13], [-0.28, 0.63, 0.11], [0.08, -0.24, 0.25], [-0.28, 0.30, -0.38], [0.11, -0.32, 0.13], [-0.06, 0.11, 0.42], [-0.25, 0.17, -0.21], [0.56, 0.11, -0.39], [-0.55, 0.36, 0.41], [0.42, -0.23, -0.32], [-0.06, -0.04, 0.01], [-0.64, -0.45, 0.29], [-0.01, -0.23, -0.04], [0.24, -0.01, 0.21], [-0.29, 0.29, -0.18]], "lowdin_charge": [1.817, 0.026, -0.740, -0.164, -0.146, 0.062, 0.085, 0.060, -0.752, 0.095, 0.125, 0.156, 0.102, 0.063, 0.102, 0.124, -0.754, 0.023, 0.148, 0.184, 0.086, 0.117, 0.086, 0.133, -0.794, 0.023, 0.175, 0.180, 0.075, 0.119, 0.138, 0.124, -0.064, -0.199, -0.154, -0.100, 0.198, -0.099, -0.215, -0.169, -0.085, 0.088, 0.097, 0.085, 0.124, 0.119, 0.162, 0.144, 0.150, 0.127, 0.146, 0.130, 0.155, 0.105, 0.104, 0.099, -0.166, -0.185, -0.192, -0.188, -0.057, -0.194, -0.254, -0.180, -0.097, 0.084, 0.094, 0.090, 0.112, 0.127, 0.110, 0.117, 0.109, 0.105, 0.114, 0.122, 0.109, 0.079, 0.098, 0.057, -0.041, 0.024, -0.025], "homo_lumo_gap_ev": [3.477, 2.831], "multiplicity": 2, "charge": 2}

***

Entry 2:
{"formula": "C17H48BrO10P3SSbSi", "method": "wB97M-V/def2-TZVPD", "symbols": ["C", "C", "S", "C", "Sb", "C", "C", "C", "Br", "C", "O", "C", "P", "O", "Si", "C", "C", "C", "H", "H", "H", "H", "H", "H", "H", "H", "H", "H", "H", "H", "H", "H", "H", "H", "H", "H", "H", "H", "H", "H", "H", "H", "H", "H", "H", "H", "H", "H", "C", "O", "P", "O", "O", "C", "O", "C", "H", "H", "H", "H", "H", "H", "H", "H", "H", "C", "O", "P", "O", "O", "C", "O", "C", "H", "H", "H", "H", "H", "H", "H", "H", "H"], "positions_angstrom": [[0.9128, -0.8046, -2.6170], [1.0976, 0.7688, -2.5245], [2.8544, 1.2428, -2.0817], [2.8452, 1.5993, -0.2756], [4.0255, 0.2817, 1.0523], [4.3413, 2.0281, 2.4198], [4.5437, 1.6191, 3.9449], [6.0833, 1.5082, 4.3715], [6.4405, -0.4128, 4.8665], [5.9696, 0.7664, 0.0180], [5.8778, 1.8841, -0.8933], [6.5256, 3.0574, -0.4040], [3.8123, -1.7721, -0.3589], [2.7960, -2.7974, 0.2476], [1.8275, -0.3715, 2.2166], [2.2310, -1.8022, 3.4363], [1.2459, 1.1849, 3.2295], [0.4042, -0.7496, 1.0021], [-0.1614, -1.1136, -2.8067], [1.2307, -1.3338, -1.6683], [1.5428, -1.1681, -3.4773], [0.8575, 1.2531, -3.5216], [0.3773, 1.2538, -1.7936], [3.2579, 2.6537, -0.1539], [1.7925, 1.6619, 0.1491], [4.9880, -0.6663, 2.1793], [5.3350, 2.4809, 2.0949], [3.5850, 2.8569, 2.2756], [4.0973, 2.4062, 4.6257], [4.0681, 0.6417, 4.2282], [6.3105, 2.0738, 5.3240], [6.7931, 1.7964, 3.5517], [6.1892, -0.1509, -0.6207], [6.7911, 0.8639, 0.7895], [6.8693, 3.7275, -1.2519], [7.4046, 2.8420, 0.2653], [5.7568, 3.6235, 0.2163], [5.0944, -2.4516, -0.2887], [3.5671, -1.5914, -1.7515], [2.3459, -1.3502, 4.4710], [1.3877, -2.5550, 3.4649], [3.2033, -2.2759, 3.1010], [0.1131, 1.1721, 3.3399], [1.6816, 1.2204, 4.2627], [1.4835, 2.0785, 2.5916], [0.3716, -1.8066, 0.6215], [0.3354, -0.0694, 0.1113], [-0.5690, -0.6000, 1.5819], [-6.3399, 3.1986, -3.6628], [-5.3047, 2.4386, -3.0403], [-3.8927, 2.2506, -4.0054], [-4.6008, 1.1272, -4.7634], [-3.0404, 1.6147, -2.7595], [-3.6372, 1.3036, -1.5077], [-2.4832, 2.1475, -4.9569], [-2.4837, 1.3524, -6.1256], [-7.1507, 3.3320, -2.9469], [-5.9654, 4.1800, -3.9596], [-6.7252, 2.6697, -4.5373], [-4.4815, 0.6236, -1.6303], [-3.9486, 2.2180, -1.0019], [-2.8908, 0.8114, -0.8825], [-3.2559, 1.6927, -6.8184], [-2.6248, 0.2991, -5.8792], [-1.5128, 1.4692, -6.6094], [-7.4149, -4.7666, 0.6305], [-6.5324, -4.0315, 1.4778], [-5.3047, -3.1697, 0.6339], [-4.4324, -4.4127, 0.4660], [-4.8570, -2.3426, 1.9741], [-5.3205, -2.6786, 3.2725], [-4.3356, -2.1069, -0.2779], [-3.2523, -2.6151, -1.0372], [-8.2006, -5.2057, 1.2452], [-7.8718, -4.1053, -0.1081], [-6.8737, -5.5688, 0.1243], [-5.0961, -3.7182, 3.5153], [-6.3910, -2.4871, 3.3543], [-4.8063, -2.0395, 3.9916], [-3.6121, -3.3477, -1.7620], [-2.4903, -3.0533, -0.3913], [-2.8039, -1.7835, -1.5834]], "forces_ev_per_a": [[-0.02, 0.23, 0.07], [-0.57, -0.14, 0.09], [-1.00, 0.11, 0.06], [-0.61, 1.73, -0.19], [0.42, 1.60, 1.06], [1.08, 0.96, 0.83], [0.38, 0.71, 0.20], [-0.75, -0.04, 0.19], [0.28, 0.84, -0.13], [0.01, -0.96, -0.69], [1.37, 0.26, 0.54], [-0.78, 0.72, 0.38], [-1.24, -3.39, 0.52], [1.00, 1.67, -0.82], [-0.24, -0.40, 0.54], [-0.26, 0.01, 0.30], [-0.96, -0.11, -0.27], [-1.51, -0.28, 0.04], [1.06, 0.53, 0.09], [-0.24, 0.68, -1.09], [-0.60, 0.19, 0.92], [0.41, -0.62, 1.06], [0.92, -0.65, -0.67], [-0.41, -1.20, -0.26], [1.08, -0.24, -0.70], [0.22, -0.37, 0.01], [-1.16, -0.43, 0.24], [0.65, -0.96, 0.36], [0.33, -0.81, -0.68], [0.26, 0.88, -0.49], [-0.23, -0.64, -1.23], [-0.69, -0.45, 0.84], [0.00, 1.01, 0.68], [-0.75, 0.08, -0.76], [-0.49, -0.94, 0.79], [-0.69, 0.00, -0.67], [1.03, -0.28, -0.60], [-0.23, 0.56, -0.51], [0.47, -0.15, 0.12], [0.00, -0.63, -1.06], [1.05, 0.61, -0.01], [-1.21, 0.36, 0.49], [1.21, -0.05, -0.07], [-0.19, 0.25, -1.07], [-0.08, -0.56, 0.96], [0.38, 0.97, 0.40], [0.22, -0.52, 0.84], [1.00, -0.11, -0.65], [-0.27, -0.06, -0.09], [1.36, 3.61, -0.17], [-0.58, -9.80, 0.11], [-0.10, 1.42, -0.89], [0.06, 1.48, -0.55], [-0.07, 0.09, 0.61], [0.06, 2.83, 1.55], [-0.29, 0.13, -0.63], [0.13, -0.03, 0.07], [-0.23, 0.06, 0.02], [0.10, -0.01, 0.00], [-0.01, 0.12, -0.08], [-0.13, -0.15, 0.04], [0.19, 0.08, -0.28], [0.00, -0.32, 0.00], [-0.25, 0.17, 0.10], [0.08, 0.32, 0.23], [-0.08, -0.34, -0.10], [-1.28, 2.55, -2.11], [7.39, -3.80, 3.94], [-1.46, 0.90, -1.11], [-0.98, 0.38, -0.96], [-0.25, 0.10, 0.38], [-3.12, 0.87, 0.59], [0.12, -0.54, -0.69], [0.08, 0.11, 0.08], [-0.15, -0.16, 0.00], [0.04, 0.08, -0.01], [-0.09, 0.00, -0.12], [0.05, -0.16, 0.09], [0.12, 0.08, -0.27], [0.27, -0.09, 0.11], [-0.28, -0.12, 0.07], [-0.32, 0.20, 0.09]], "lowdin_charge": [-0.187, -0.537, 0.709, -0.699, 0.933, -0.378, -0.379, -0.545, 0.489, -0.375, -0.319, -0.152, 0.487, -0.630, 0.420, -0.255, -0.245, -0.246, 0.062, 0.033, 0.067, 0.058, 0.060, 0.008, 0.005, -0.064, 0.024, 0.043, 0.096, 0.034, 0.049, 0.051, 0.049, 0.058, 0.088, 0.081, 0.080, -0.047, -0.079, 0.020, 0.028, 0.016, 0.023, 0.019, 0.010, 0.025, -0.003, 0.028, -0.140, -0.299, 0.736, -0.296, -0.245, -0.110, -0.280, -0.144, 0.084, 0.076, 0.078, 0.088, 0.086, 0.090, 0.084, 0.092, 0.088, -0.139, -0.294, 0.714, -0.283, -0.246, -0.120, -0.281, -0.122, 0.084, 0.077, 0.081, 0.093, 0.081, 0.091, 0.088, 0.096, 0.078], "homo_lumo_gap_ev": 2.500, "charge": -1}

***

Entry 3:
{"formula": "C17H48N6O5", "method": "wB97M-V/def2-TZVPD", "symbols": ["C", "C", "C", "O", "C", "N", "H", "H", "H", "H", "H", "H", "H", "H", "H", "H", "H", "C", "C", "C", "O", "C", "N", "H", "H", "H", "H", "H", "H", "H", "H", "H", "H", "H", "C", "C", "C", "O", "C", "N", "H", "H", "H", "H", "H", "H", "H", "H", "H", "H", "H", "C", "C", "C", "O", "C", "N", "H", "H", "H", "H", "H", "H", "H", "H", "H", "H", "H", "C", "O", "N", "N", "H", "H", "H", "H"], "positions_angstrom": [[-0.8644, -1.7545, -0.3954], [0.2594, -2.2243, -1.2899], [-0.1719, -2.3001, -2.7588], [-1.4707, -2.9290, -2.8730], [-1.8095, -2.9427, -4.2021], [1.3131, -1.1941, -1.2520], [-1.1429, -0.7156, -0.5722], [-0.4564, -1.8079, 0.6140], [-1.7553, -2.3779, -0.4717], [0.4530, -3.2243, -0.9017], [0.6519, -2.7739, -3.2926], [-0.2529, -1.2657, -3.0926], [-2.8319, -3.2178, -4.4612], [-1.2617, -3.6071, -4.8704], [-1.6974, -2.0160, -4.7649], [1.6201, -0.9019, -0.3352], [2.1338, -1.3646, -1.8155], [-5.6139, 6.4840, -2.0380], [-4.9648, 5.9474, -0.7195], [-5.6195, 4.7983, -0.0587], [-4.7854, 4.4559, 1.1039], [-5.2324, 3.5459, 2.0506], [-3.5908, 5.5850, -1.0801], [-5.5561, 5.6940, -2.7869], [-5.3234, 7.4243, -2.5067], [-6.6701, 6.6465, -1.8236], [-4.9989, 6.7082, 0.0603], [-5.8172, 3.9721, -0.7416], [-6.5312, 5.2035, 0.3803], [-5.9509, 4.0502, 2.6967], [-4.3347, 3.1396, 2.5165], [-5.7735, 2.7073, 1.6122], [-3.5987, 4.8207, -1.7402], [-3.1603, 5.2287, -0.2388], [1.0271, -8.1269, 5.4225], [0.4743, -7.0981, 6.3951], [-0.0356, -7.6768, 7.7808], [-1.0255, -8.6037, 7.8163], [-1.7937, -8.6145, 8.9987], [1.3878, -5.9058, 6.5887], [1.4646, -7.7463, 4.4995], [0.1767, -8.7534, 5.1532], [1.7629, -8.7702, 5.9049], [-0.4651, -6.8220, 5.9162], [-0.3211, -6.8636, 8.4481], [0.8660, -8.0211, 8.2874], [-1.2739, -8.5452, 9.9543], [-2.3695, -9.5395, 9.0283], [-2.4213, -7.7238, 9.0261], [0.7759, -5.1065, 6.6715], [1.9483, -5.7465, 5.7637], [3.5074, 4.7562, -6.4685], [2.9500, 3.5202, -5.7075], [3.3429, 2.2000, -6.4213], [2.5277, 2.1567, -7.5838], [2.5108, 0.9668, -8.3780], [3.6891, 3.5459, -4.4628], [3.6938, 5.6021, -5.8069], [2.8741, 5.0405, -7.3089], [4.5096, 4.6165, -6.8738], [1.8668, 3.5223, -5.5856], [3.2271, 1.2729, -5.8599], [4.3827, 2.0191, -6.6937], [3.3581, 1.0456, -9.0591], [1.6907, 1.1649, -9.0682], [2.2957, 0.0261, -7.8712], [3.7054, 4.4216, -3.9600], [3.4595, 2.7259, -3.9196], [5.0600, 3.3755, 3.9499], [4.8379, 2.2369, 4.2901], [6.1567, 4.1428, 3.9819], [4.1312, 4.0992, 3.3750], [6.9986, 3.9995, 4.5212], [6.1387, 5.0075, 3.4602], [4.4476, 4.7748, 2.6942], [3.2654, 3.6307, 3.1494]], "forces_ev_per_a": [[-0.06, 0.32, 0.42], [-0.70, 0.86, -0.39], [-0.52, 0.28, 1.33], [1.51, 0.22, 0.08], [-0.90, -0.21, -2.75], [0.01, -0.27, -0.03], [0.01, 0.03, -0.21], [-0.32, 0.02, 0.29], [0.17, -0.05, 0.03], [0.87, -0.23, -0.23], [-0.35, -0.48, -0.57], [-0.07, 0.08, -0.24], [-0.37, -0.13, 1.07], [0.75, -0.65, 0.50], [0.20, 0.84, 0.60], [-0.19, -0.29, 0.13], [-0.05, -0.34, -0.03], [-1.31, -0.90, 1.07], [1.38, 1.12, -1.85], [-0.87, -0.29, 2.07], [0.51, 0.77, -2.29], [-0.73, -0.28, -0.48], [0.36, 0.69, 0.61], [0.00, 0.01, -0.14], [0.88, -0.13, 0.60], [-0.34, -0.17, -0.13], [0.60, 0.43, -0.22], [0.10, -0.38, 0.20], [-0.68, -0.45, -0.20], [0.20, -0.15, 0.67], [-0.29, 0.20, 0.49], [-0.02, -0.23, -0.25], [-0.11, -0.11, -0.19], [0.31, -0.13, 0.04], [-0.02, -0.77, 0.80], [-0.97, 0.39, -0.18], [2.84, 1.97, 0.61], [-1.03, -1.66, -0.77], [-0.33, 0.32, 0.08], [-1.22, -1.33, 0.44], [-0.12, 0.39, 0.14], [0.14, -0.23, -0.14], [0.18, -0.04, -0.02], [-0.16, 0.70, -0.16], [-0.13, 0.83, -0.36], [0.40, -0.56, 0.12], [0.89, -0.26, -0.14], [-0.11, 0.22, -0.23], [-0.52, -0.03, -0.21], [0.15, 0.28, 0.17], [-0.01, -0.22, -0.14], [-0.39, -0.23, -0.53], [2.39, 0.24, -0.36], [-0.56, -0.49, -0.96], [-0.46, -0.47, 0.24], [-0.41, 1.98, -0.73], [0.22, -0.95, 0.22], [-0.70, 0.11, 0.19], [-0.07, 0.16, 0.13], [-0.01, -0.71, -0.04], [-0.12, 0.19, -0.20], [-0.96, 0.02, 0.85], [0.58, 1.22, -0.16], [0.58, -0.97, 0.35], [-0.34, -0.27, 0.11], [0.55, 0.05, 0.26], [-0.37, -0.29, 0.06], [0.07, 0.40, 0.60], [0.34, -1.28, 0.09], [0.88, -0.67, 1.11], [3.18, 0.75, 0.64], [-3.77, 1.94, -2.27], [-0.41, -0.53, -0.17], [0.09, -0.23, 0.50], [-0.55, 0.01, 0.15], [0.23, 0.00, -0.06]], "lowdin_charge": [-0.077, -0.438, -0.190, -0.152, -0.180, 0.031, 0.083, 0.075, 0.078, 0.132, 0.125, 0.123, 0.087, 0.082, 0.083, 0.070, 0.068, -0.051, -0.442, -0.184, -0.218, -0.127, 0.034, 0.070, 0.074, 0.066, 0.138, 0.131, 0.124, 0.086, 0.092, 0.081, 0.067, 0.058, -0.073, -0.393, -0.251, -0.167, -0.106, 0.037, 0.073, 0.077, 0.077, 0.118, 0.110, 0.121, 0.085, 0.091, 0.087, 0.059, 0.054, -0.061, -0.399, -0.208, -0.213, -0.095, 0.009, 0.064, 0.072, 0.077, 0.133, 0.110, 0.121, 0.085, 0.081, 0.087, 0.068, 0.068, -0.752, 0.050, 0.145, 0.129, 0.113, 0.097, 0.101, 0.117], "smiles": "COC[C@H](C)N.COC[C@H](C)N.COC[C@H](C)N.COC[C@H](C)N.NC(N)=O", "relative_energy_ev": 3.6041, "homo_lumo_gap_ev": 9.661, "charge": 0}